Here is a molecular structure, C36H27BaNO2S5 from the Open Molecules 2025 dataset. Energies are from wB97M-V/def2-TZVPD.

Summary:
Orbital gap, eV: 4.621
Net charge: -2
Relative energy (zero: lowest compared OMol25 entry of this formula, charge and spin), kJ/mol: 0.00
HOMO energy, Ha: -0.02784
Maximum force, Eh/bohr: 0.0449

Atoms and positions in Å:
Ba 0.060 -1.065 1.745
O 2.088 -0.548 0.831
C 2.870 0.354 0.212
C 2.528 1.767 0.796
C 1.270 2.356 0.253
C 1.393 3.441 -0.619
C 0.257 4.022 -1.138
C -0.964 3.488 -0.783
C -1.020 2.386 0.078
C -2.386 1.890 0.461
C -2.723 0.396 0.168
O -1.890 -0.388 0.880
C -2.628 0.017 -1.308
C -2.647 -1.343 -1.610
C -2.559 -1.778 -2.917
C -2.445 -0.863 -3.955
C -2.430 0.488 -3.669
C -2.528 0.922 -2.355
C -4.192 0.208 0.587
C -5.220 0.785 -0.154
C -6.542 0.636 0.226
C -6.855 -0.098 1.356
C -5.839 -0.680 2.095
C -4.516 -0.530 1.715
N 0.085 1.851 0.601
C 2.598 0.369 -1.308
C 1.666 -0.509 -1.839
C 1.330 -0.466 -3.181
C 1.936 0.444 -4.027
C 2.893 1.306 -3.521
C 3.218 1.268 -2.176
C 4.361 0.035 0.441
C 4.707 -1.253 0.833
C 6.033 -1.605 1.020
C 7.042 -0.677 0.829
C 6.712 0.611 0.455
C 5.386 0.960 0.265
H 3.326 2.487 0.622
H 2.444 1.628 1.875
H 2.375 3.813 -0.871
H 0.320 4.874 -1.804
H -1.883 3.918 -1.158
H -3.125 2.557 0.002
H -2.500 1.999 1.541
H -2.711 -2.046 -0.792
H -2.569 -2.840 -3.130
H -2.361 -1.207 -4.978
H -2.332 1.214 -4.468
H -2.524 1.980 -2.157
H -4.979 1.341 -1.052
H -7.330 1.087 -0.367
H -7.888 -0.223 1.655
H -6.074 -1.263 2.976
H -3.715 -0.989 2.277
H 1.205 -1.235 -1.186
H 0.575 -1.143 -3.560
H 1.665 0.480 -5.076
H 3.381 2.020 -4.174
H 3.959 1.953 -1.795
H 3.906 -1.957 1.004
H 6.276 -2.614 1.328
H 8.079 -0.953 0.982
H 7.490 1.354 0.315
H 5.163 1.976 -0.017
S -0.524 -6.923 7.357
C -0.312 -5.719 6.207
S -0.187 -6.018 4.525
C -0.053 -4.363 3.963
C -0.061 -3.416 4.952
S 0.048 -1.686 4.901
S -0.204 -4.051 6.580
S 0.069 -4.236 2.239